(1)
DFT (ωB97M-V with the def2-TZVPD basis set) results for the molecule C5H7N3 at a distorted geometry.

Positions of all 15 atoms, in Å:
C (-3.2881, -0.0706, -0.0662)
C (0.2961, 0.3566, 0.0357)
C (1.3853, 1.1875, -0.0382)
C (2.5335, 0.3842, -0.0129)
C (2.1436, -0.9361, -0.1011)
H (-3.7189, -1.0732, -0.6000)
H (-3.6424, 0.1316, 1.0823)
H (-3.6779, 0.9624, -0.6086)
H (1.2615, 2.2322, -0.1442)
H (3.6371, 0.5116, -0.1828)
H (2.7360, -1.7288, 0.0683)
H (0.2075, -1.8959, 0.0132)
N (-1.8646, -0.3606, -0.0764)
N (-1.0577, 0.6590, 0.1519)
N (0.7472, -0.9656, 0.1341)

Structure (SMILES) = C/N=N/c1ccc[nH]1
Highest occupied orbital energy = -8.311 eV
Gap between HOMO and LUMO = 8.162 eV
E_LUMO = -0.15 eV
Charge = 0

These are the Löwdin partial charges, in e, on atoms 1 to 2: -0.1899, -0.3553


(2)
DFT (ωB97M-V with the def2-TZVPD basis set) results for C4H6S as an isolated structure at a distorted geometry.

Positions of all 11 atoms, in Å:
C (-1.4637, -0.1976, -0.2398)
C (-0.5196, 0.9500, 0.0064)
C (0.9646, 0.5466, 0.1351)
C (1.5909, -0.7757, -0.0838)
H (-1.0669, -1.0465, -1.0757)
H (-2.3357, 0.2532, -0.2773)
H (-1.5016, -0.7545, 1.0809)
H (1.5067, 1.3093, 0.7445)
H (1.1282, -1.5960, -0.8398)
H (2.4819, -1.1335, -0.0824)
S (-0.7849, 2.4447, 0.6320)

Highest occupied orbital energy = -8.835 eV
Gap between HOMO and LUMO = 7.834 eV
E_LUMO = -1.00 eV
Charge = 0

These are the Löwdin partial charges, in e, on atoms 1 to 2: -0.1249, -0.8628


(3)
DFT (ωB97M-V with the def2-TZVPD basis set) results for C15H23F3NO2PPd as an isolated structure at a distorted geometry.

Positions of all 46 atoms, in Å:
C (2.9138, -2.3718, 0.4608)
C (2.6796, -1.5205, -0.6206)
C (1.7043, -0.5016, -0.5533)
C (0.9444, -0.3950, 0.6280)
C (1.1573, -1.2703, 1.6835)
C (2.1676, -2.2435, 1.6355)
C (1.7279, 0.5122, -1.6573)
C (1.1639, 0.2545, -3.1018)
N (-0.0653, -0.4694, -3.3538)
Pd (-0.3836, 1.2377, 1.2832)
C (0.2945, -1.1424, 2.9252)
P (-1.3353, -0.6252, 2.2688)
H (3.3334, -1.5566, -1.4986)
H (2.3310, -2.8647, 2.5296)
H (3.6819, -3.1427, 0.4035)
H (0.6781, -0.3657, 3.6233)
H (0.2124, -2.0779, 3.4877)
H (1.2704, 1.4445, -1.3043)
H (2.7965, 0.7615, -1.8500)
H (0.9967, 1.2512, -3.5339)
C (-2.5873, -0.6179, 3.5341)
C (-1.7452, -1.7984, 0.9979)
H (1.9664, -0.2270, -3.7090)
C (-0.1597, -1.8489, -2.9538)
C (-1.3108, 0.2960, -3.3494)
H (-1.2016, 1.1985, 2.6471)
H (-0.1771, -2.5340, -3.8301)
H (0.6741, -2.1487, -2.3051)
H (-1.1016, -2.0082, -2.4076)
H (-1.5840, 0.6118, -4.3915)
H (-2.1169, -0.3490, -2.9543)
H (-1.2252, 1.2113, -2.7195)
H (-2.1499, -2.7193, 1.4561)
H (-2.5082, -1.3854, 0.3254)
H (-0.8885, -2.0969, 0.3861)
H (-2.6281, -1.6190, 3.9809)
H (-2.3626, 0.1404, 4.2926)
H (-3.5243, -0.3884, 3.0034)
H (-1.9720, 1.0452, 1.5518)
F (-0.3832, 5.9941, 0.9222)
C (-0.3922, 4.6474, 0.9402)
F (0.4303, 4.2365, 1.9514)
F (-1.6757, 4.2507, 1.2797)
C (0.0216, 3.9391, -0.4098)
O (0.1066, 4.5983, -1.4363)
O (0.2257, 2.6575, -0.2579)

Highest occupied orbital energy (alpha / beta) = -13.341 / -14.929 eV
Gap between HOMO and LUMO (alpha / beta) = 6.421 / 3.680 eV
E_LUMO (alpha / beta) = -6.92 / -11.25 eV
Multiplicity = 5
Charge = +2

These are the Löwdin partial charges, in e, on atoms 1 to 2: 0.0613, 0.0392


(4)
DFT (ωB97M-V with the def2-TZVPD basis set) results for C29H42Cl3N10O4RuS4Si as an isolated structure.

Positions of all 94 atoms, in Å:
Ru (0.5808, -0.2036, 1.4438)
N (-1.4993, -0.5317, -0.1558)
N (-1.7566, -1.8778, -0.4183)
C (-0.8557, -2.8171, -0.0582)
N (-1.0755, -4.0689, -0.4187)
N (0.1787, -2.3471, 0.6449)
N (1.2132, -3.1596, 1.0132)
O (2.1549, -2.5411, 1.4871)
O (1.1806, -4.3652, 0.8816)
H (-2.2459, -0.1358, 0.4036)
H (-1.4016, -0.0080, -1.0209)
H (-2.5654, -2.1411, -0.9619)
H (-1.8351, -4.3043, -1.0367)
H (-0.4328, -4.7809, -0.1015)
C (-2.1578, -0.5378, 8.1472)
Si (-0.8984, -0.9655, 6.8393)
C (0.7318, -0.1385, 7.2206)
C (-0.7332, -2.8160, 6.6739)
C (-1.5574, -0.2622, 5.1900)
C (-2.7772, 0.4043, 5.1258)
C (-3.2585, 0.9442, 3.9336)
C (-2.4818, 0.8182, 2.8051)
N (-1.3089, 0.1768, 2.8300)
C (-0.8651, -0.3559, 3.9770)
S (0.6888, -1.1444, 3.7418)
H (-1.8183, -0.9283, 9.1088)
H (-3.1336, -0.9842, 7.9455)
H (-2.2882, 0.5399, 8.2652)
H (1.0761, -0.4392, 8.2123)
H (0.6265, 0.9487, 7.2221)
H (1.5055, -0.4088, 6.5012)
H (-0.3904, -3.2423, 7.6192)
H (-0.0172, -3.1002, 5.9024)
H (-1.6951, -3.2740, 6.4355)
H (-3.3713, 0.5134, 6.0251)
H (-4.2101, 1.4551, 3.8880)
H (-2.7788, 1.2602, 1.8602)
N (3.3998, 3.7378, 2.1246)
C (4.3177, 2.5620, 1.9272)
C (3.5616, 1.4348, 1.2370)
N (2.7618, 0.5880, 2.1280)
H (3.8430, 4.4836, 2.6619)
H (2.5127, 3.4437, 2.6258)
H (3.1115, 4.1256, 1.2249)
H (4.6745, 2.2671, 2.9133)
H (5.1653, 2.9070, 1.3388)
H (4.2643, 0.8033, 0.6971)
H (2.8925, 1.8650, 0.4877)
H (2.3531, 1.1050, 2.9074)
H (3.3092, -0.1720, 2.5195)
Cl (0.0158, 0.4690, -10.7050)
C (0.1671, 0.3165, -8.9930)
C (-0.2453, 1.3542, -8.1697)
C (-0.1381, 1.2081, -6.7984)
C (0.3795, 0.0484, -6.2316)
C (0.4696, -0.0920, -4.7315)
C (1.7457, 0.5501, -4.2017)
N (2.0014, 0.1367, -2.8254)
C (2.8623, -0.8561, -2.4289)
C (2.6788, -1.0082, -1.0899)
N (1.7074, -0.1269, -0.6610)
C (1.3224, 0.5366, -1.7376)
O (-0.6137, 0.5516, -4.0702)
C (-1.7111, -0.3144, -3.7846)
C (-2.1257, -1.1938, -4.9211)
C (-1.8437, -2.5266, -4.9999)
Cl (-1.0154, -3.4685, -3.8125)
S (-2.3686, -3.2470, -6.4583)
C (-3.0087, -1.7505, -6.9932)
C (-2.8146, -0.7557, -6.0914)
C (0.8100, -0.9587, -7.0866)
Cl (1.5075, -2.4174, -6.4373)
C (0.7018, -0.8459, -8.4623)
H (-0.6508, 2.2570, -8.6037)
H (-0.4856, 1.9988, -6.1457)
H (0.4905, -1.1524, -4.4636)
H (1.6519, 1.6354, -4.2431)
H (2.5998, 0.2520, -4.8068)
H (3.5202, -1.3506, -3.1224)
H (3.1807, -1.6794, -0.4154)
H (0.5780, 1.3152, -1.7807)
H (-2.5282, 0.3467, -3.4904)
H (-1.4397, -0.9572, -2.9371)
H (-3.4978, -1.6924, -7.9520)
H (-3.1375, 0.2636, -6.2461)
H (1.0305, -1.6474, -9.1080)
C (-1.8286, 4.4672, 3.3601)
O (-1.3774, 3.7323, 2.2010)
C (-0.2572, 3.0534, 2.2439)
S (0.6836, 2.9818, 3.6344)
S (0.1237, 2.3045, 0.7280)
H (-2.7500, 4.9444, 3.0443)
H (-1.0828, 5.2063, 3.6438)
H (-2.0022, 3.7790, 4.1853)

Highest occupied orbital energy (alpha / beta) = -12.769 / -12.770 eV
Gap between HOMO and LUMO (alpha / beta) = 8.018 / 6.426 eV
E_LUMO (alpha / beta) = -4.75 / -6.34 eV
Multiplicity = 6
Charge = +2

These are the Löwdin partial charges, in e, on atoms 1 to 2: 1.2257, 0.0276


| no. | total energy (eV) |
| --- | --- |
| 1 | -9765.5328 |
| 2 | -15075.5971 |
| 3 | -42409.5886 |
| 4 | -145198.4774 |